Model P:
Below is a molecular structure, C6H24N12O6Tl, with properties calculated with wB97M-V/def2-TZVPD.

Positions of all 49 atoms, in Å:
Tl -0.6343 0.0780 0.1308
C 2.0712 0.1644 1.6008
O 1.0034 0.5367 1.1881
N 3.1515 0.2734 0.8849
N 2.3665 -0.3490 2.7596
H 2.8902 0.1985 -0.0878
H 4.0366 0.0264 1.3041
H 1.6023 -0.4787 3.4072
H 3.2583 -0.7911 2.9308
C -0.1234 -0.1567 -2.8850
O -0.6766 -0.3692 -1.7966
N -0.8340 -0.1009 -4.0286
N 1.1247 0.0915 -3.1401
H -0.2330 0.1235 -4.8088
H -1.7805 -0.4509 -4.0678
H 1.8969 0.0947 -2.4892
H 1.3940 0.2525 -4.1001
C -1.5020 -2.5348 -0.8983
O -0.7203 -1.7435 -0.4555
N -2.7697 -2.7315 -0.5343
N -1.2462 -3.3543 -1.7877
H -3.4826 -3.2244 -1.0528
H -3.0804 -2.1317 0.2166
H -0.3342 -3.4877 -2.2008
H -1.9760 -4.0435 -1.8994
C -2.7556 1.8686 1.4145
O -2.0597 1.4752 0.4715
N -2.3351 2.2549 2.5515
N -4.0899 2.0043 1.3333
H -2.8869 2.5314 3.3510
H -1.3361 2.1258 2.6246
H -4.6421 2.3500 2.1051
H -4.5210 1.9722 0.4205
C 1.6672 -1.7260 -0.6585
O 1.0516 -0.6610 -0.6814
N 2.6494 -2.1169 0.0991
N 1.3195 -2.6976 -1.4070
H 2.9950 -1.3705 0.6852
H 3.0513 -3.0435 0.1022
H 2.0354 -3.3506 -1.6917
H 0.4426 -2.5280 -1.8786
C 0.2485 2.6829 1.3875
O -0.1437 1.7927 0.7157
N 0.8721 2.6409 2.5553
N 0.1297 3.9538 1.0494
H 1.2156 1.7118 2.7525
H 1.4465 3.4619 2.6819
H 0.3686 4.6518 1.7392
H -0.1252 4.1246 0.0872

Output
- 2S+1: 1
- E_LUMO: -8.849 eV
- HOMO-LUMO gap: 9.22 eV
- M: 564.7 g mol⁻¹
- Net charge: +3
- HOMO level: -18.1 eV

=====

Model Q:
Below is a molecular structure, C6H24N12O6Tl, with properties calculated with wB97M-V/def2-TZVPD.

Positions of all 49 atoms, in Å:
Tl -0.1329 0.2236 0.1585
C 1.7971 -2.5429 0.5209
O 0.7376 -1.9187 0.2018
N 2.4832 -2.0955 1.6165
N 2.1808 -3.6669 -0.1178
H 3.3479 -2.5256 1.8936
H 2.3657 -1.1265 1.8133
H 2.8587 -4.3225 0.2794
H 1.8483 -3.8479 -1.0807
C 1.0685 0.5734 -2.7101
O 0.7199 1.2453 -1.6061
N 1.4454 1.3231 -3.7588
N 1.0542 -0.7769 -2.7804
H 1.7753 0.8829 -4.6473
H 1.5728 2.3363 -3.8440
H 0.4508 -1.2808 -2.1106
H 0.9967 -1.1243 -3.7125
C -0.3527 -1.2575 3.1239
O -0.9454 -0.4040 2.3787
N 0.6658 -1.0160 3.9355
N -0.8886 -2.4890 3.0997
H 0.8910 -1.5638 4.7388
H 0.8634 -0.0837 4.0672
H -0.5683 -3.2542 3.6093
H -1.6032 -2.4921 2.4099
C -2.2749 2.5501 0.0134
O -1.9076 1.5162 0.6566
N -1.7437 2.9419 -1.2172
N -3.3965 3.2051 0.4746
H -2.1512 3.6298 -1.8107
H -0.7903 2.6106 -1.4821
H -3.7924 4.1485 0.2446
H -3.8772 2.7456 1.2440
C 2.0174 2.4284 1.1287
O 1.4801 1.3298 1.2280
N 1.7532 3.3668 2.0743
N 2.7966 2.8986 0.1337
H 2.2191 4.1922 2.1384
H 1.4278 3.1592 3.0435
H 2.9661 2.2854 -0.6592
H 3.2945 3.8072 0.1283
C -2.5187 -1.5723 -1.7173
O -1.8544 -0.5825 -1.2488
N -2.2014 -2.8516 -1.4395
N -3.5596 -1.3747 -2.5567
H -2.8406 -3.5564 -1.8618
H -1.6430 -3.1758 -0.6131
H -3.8349 -0.4150 -2.6798
H -4.2001 -2.0831 -2.7001

Output
- 2S+1: 1
- E_LUMO: -9.941 eV
- HOMO-LUMO gap: 8.46 eV
- M: 564.7 g mol⁻¹
- Net charge: +3
- HOMO level: -18.4 eV

=====

Model R:
Below is a molecular structure, C6H24N12O6Tl, with properties calculated with wB97M-V/def2-TZVPD.

Positions of all 49 atoms, in Å:
Tl 0.0168 -0.1186 0.8535
C -3.8265 -0.8938 -0.1468
O -2.6501 -0.9031 0.2759
N -4.8828 -0.8024 0.6929
N -4.1374 -1.2143 -1.4305
H -5.8117 -1.1169 0.4632
H -4.7297 -0.6542 1.6775
H -3.3431 -1.5256 -1.9673
H -5.0897 -1.4323 -1.6687
C 2.6183 -0.9905 3.4197
O 1.6283 -1.2485 2.6785
N 3.8459 -1.3470 2.9793
N 2.5709 -0.3789 4.6095
H 4.6546 -1.4416 3.5723
H 3.8755 -1.7033 2.0384
H 1.6773 -0.1393 5.0061
H 3.4001 -0.2283 5.1587
C -0.8488 -2.5607 -1.9322
O -0.3311 -2.1193 -0.8876
N -1.3594 -1.7035 -2.8664
N -0.9406 -3.8690 -2.2187
H -1.2098 -0.7204 -2.7165
H -1.7448 -2.0282 -3.7374
H -1.5850 -4.1468 -2.9387
H -0.4893 -4.5364 -1.6159
C 3.6246 1.4232 0.4121
O 2.5549 0.9565 0.8689
N 4.0541 2.6503 0.7849
N 4.2735 0.8311 -0.6212
H 4.9214 3.0196 0.4319
H 3.6731 2.9795 1.6571
H 5.0211 1.3816 -1.0059
H 3.8258 0.0184 -1.0036
C -2.9899 2.4135 1.8872
O -2.0579 1.6199 1.6225
N -4.1629 2.4246 1.2188
N -2.7734 3.4668 2.7089
H -4.9430 2.9045 1.6410
H -4.4007 1.6752 0.5916
H -3.4780 4.1425 2.9530
H -1.9737 3.3952 3.3147
C 1.5969 0.3233 -2.8670
O 1.2002 0.3423 -1.6745
N 1.9689 -0.8220 -3.4772
N 1.5443 1.4447 -3.6052
H 1.9101 -1.6951 -2.9862
H 2.1474 -0.8048 -4.4673
H 1.9674 1.4578 -4.5183
H 1.1881 2.2743 -3.1649

Output
- 2S+1: 1
- E_LUMO: -14.298 eV
- HOMO-LUMO gap: 3.69 eV
- M: 564.7 g mol⁻¹
- Net charge: +3
- HOMO level: -18.0 eV

=====

The most stable of them is model Q.

=====

Model P:
Below is a molecular structure, C6H7Cl, with properties calculated with wB97M-V/def2-TZVPD.

Positions of all 14 atoms, in Å:
C 1.3038 -1.4533 0.0987
C 1.9737 -0.3132 0.0080
C 0.5063 0.9864 -0.0330
C 0.7779 2.2880 0.0859
C -0.2370 -1.4550 0.0627
C -0.7038 0.0242 -0.1628
Cl 3.5500 0.2380 -0.0088
H 1.5990 -2.4513 -0.0513
H 0.0802 3.0874 0.2390
H 1.7489 2.6242 0.2564
H -0.3412 -2.0602 -0.7992
H -0.7673 -1.9751 0.8546
H -1.6447 0.1780 0.3539
H -0.8581 0.2255 -1.1987

Output
- 2S+1: 1
- E_LUMO: 1.012 eV
- HOMO-LUMO gap: 9.96 eV
- M: 114.6 g mol⁻¹
- Net charge: 0
- HOMO level: -9.0 eV

=====

Model Q:
Below is a molecular structure, C6H7Cl, with properties calculated with wB97M-V/def2-TZVPD.

Positions of all 14 atoms, in Å:
C -0.8431 0.4822 -0.6800
C 0.4207 1.3116 -0.6445
C 1.0961 1.5970 0.7366
C -0.5584 -0.6418 -0.0543
C 0.9526 0.0999 0.1881
C -1.2418 -1.9069 0.2253
Cl 2.4944 -0.7280 -0.1187
H -1.7289 0.8795 -1.1147
H 0.9150 1.7577 -1.5306
H 0.6880 1.9069 1.6562
H 2.2039 1.8179 0.5293
H -0.9533 -2.7036 -0.3354
H -2.2273 -1.6447 -0.1147
H -1.2180 -2.2278 1.2572

Output
- 2S+1: 1
- E_LUMO: 1.019 eV
- HOMO-LUMO gap: 9.58 eV
- M: 114.6 g mol⁻¹
- Net charge: 0
- HOMO level: -8.6 eV

=====

The most stable of them is model P.

=====

Model P:
Below is 2 unconnected molecules or ions with the total composition CH3N3P2, with properties calculated with wB97M-V/def2-TZVPD.

Positions of all 9 atoms, in Å:
C 1.4899 -0.3469 -0.3163
N 1.3301 -1.5815 -0.6525
N 0.1271 -1.8754 -1.0836
N -0.6817 -0.9633 -1.1361
P -0.1001 0.5873 -0.6962
P -1.2183 0.6227 1.1985
H 2.3776 0.1387 -0.0607
H -2.8188 1.7814 1.0966
H -0.5058 1.6369 1.6502

Output
- 2S+1: 1
- E_LUMO: -1.402 eV
- HOMO-LUMO gap: 8.10 eV
- M: 119.0 g mol⁻¹
- Net charge: 0
- HOMO level: -9.5 eV

=====

Model Q:
Below is a single CH3N3P2 molecule, with properties calculated with wB97M-V/def2-TZVPD.

Positions of all 9 atoms, in Å:
C -0.1163 -0.1421 1.6529
N -1.0942 -0.8866 1.1560
N -1.0219 -1.1358 -0.1070
N 0.0060 -0.5402 -0.6190
P 1.0281 0.5493 0.2887
P 0.0350 1.5493 -1.3185
H -0.1650 0.2217 2.5983
H 0.2626 -0.5342 -1.5674
H 1.0656 0.9186 -2.0841

Output
- 2S+1: 1
- E_LUMO (spin up / spin down): -1.066 / -1.142 eV
- HOMO-LUMO gap (spin up / spin down): 6.63 / 6.59 eV
- M: 119.0 g mol⁻¹
- Net charge: 0
- HOMO level (spin up / spin down): -7.7 / -7.7 eV

=====

The most stable of them is model P.